[1]
{"formula": "CH6N6", "method": "ωB97M-V/def2-TZVPD", "elements": ["C", "N", "N", "N", "N", "N", "N", "H", "H", "H", "H", "H", "H"], "positions_angstrom": [[1.02067, -0.18927, 0.07275], [-2.61149, 0.15915, -0.16321], [0.76144, 1.10427, 0.46502], [2.32158, -0.42882, -0.28129], [-0.94160, -1.20546, 0.38462], [0.35797, -1.25761, 0.54786], [-1.30652, -0.20072, -0.34683], [-3.06666, 0.42281, -1.02673], [-3.15365, -0.50251, 0.39012], [1.35261, 1.89357, 0.25140], [-0.17963, 1.22396, 0.82422], [2.91266, 0.34534, -0.53348], [2.53260, -1.36469, -0.58445]], "atomic_forces_ev_per_a": [[2.225, 0.420, 2.704], [-0.699, -0.147, 0.116], [-0.322, -0.649, -0.280], [-0.921, 0.344, -0.350], [-2.519, 2.546, -0.154], [1.287, -0.361, -2.128], [0.270, -2.038, 0.688], [0.130, -0.145, -0.030], [0.120, -0.050, -0.106], [-0.252, -0.315, -0.011], [0.503, 0.517, -0.375], [0.101, -0.256, -0.034], [0.078, 0.135, -0.041]], "fmax_ev_per_a": 3.59, "e_lumo_ev": 0.8, "smiles": "N/N=N/N=C(N)N", "homo_lumo_gap_ev": 8.105, "de_lowest_kcal_mol": 19.3, "e_tot_ev": -10072.02295, "homo_ev": -7.3}



[2]
{"formula": "C2H4LiOSc", "method": "ωB97M-V/def2-TZVPD", "elements": ["O", "Sc", "C", "C", "H", "H", "H", "Li", "H"], "positions_angstrom": [[0.76075, -0.55561, -0.21613], [2.71072, -1.23003, 0.66630], [-0.00134, 0.25600, 0.34938], [-1.19254, 0.66401, -0.41185], [-0.95698, 1.54707, 0.17543], [-1.07045, 0.51963, -1.48424], [-2.17840, 0.37572, -0.05569], [1.61474, -2.38221, -0.26090], [0.31350, 0.80541, 1.23770]], "atomic_forces_ev_per_a": [[5.062, -3.125, 0.711], [2.880, 4.794, 2.617], [-3.106, -0.146, -1.337], [1.736, -0.746, 2.062], [-1.489, 2.810, -1.377], [0.000, 0.406, 0.037], [-0.346, -0.034, 0.407], [-4.615, -3.653, -3.655], [-0.123, -0.306, 0.535]], "fmax_ev_per_a": 6.93, "s2": 0.7514, "e_lumo_ev": [-17.7, -17.6], "homo_lumo_gap_ev": [7.282, 7.432], "spin_multiplicity": 2, "e_tot_ev": -25051.40084, "homo_ev": [-25.0, -25.0], "total_charge": 3}



[3]
{"formula": "BrH2PS", "method": "ωB97M-V/def2-TZVPD", "elements": ["P", "S", "Br", "H", "H"], "positions_angstrom": [[-0.48908, -0.77419, -0.13077], [-2.85557, 1.11059, 0.00647], [-4.42097, -0.33031, 0.02209], [-0.31299, -0.23260, -1.41481], [0.46234, 0.36069, 0.31942]], "atomic_forces_ev_per_a": [[-0.011, 2.896, 0.701], [1.828, -0.773, -0.042], [-0.435, -0.365, 0.003], [-0.118, -0.207, -0.397], [-1.265, -1.550, -0.264]], "fmax_ev_per_a": 2.98, "e_lumo_ev": [-1.8, -2.2], "homo_lumo_gap_ev": [7.141, 6.577], "de_lowest_kcal_mol": 60.6, "e_tot_ev": -90196.42690, "homo_ev": [-9.0, -8.8]}



[4]
{"formula": "C8H9FS", "method": "ωB97M-V/def2-TZVPD", "elements": ["C", "C", "C", "C", "C", "C", "C", "C", "F", "S", "H", "H", "H", "H", "H", "H", "H", "H", "H"], "positions_angstrom": [[-2.51102, -1.84969, -0.45401], [-1.88467, -1.97507, 0.77772], [-1.91771, -1.10895, -1.46391], [-0.67563, -1.35148, 1.00795], [-0.69785, -0.50162, -1.25015], [-0.06422, -0.61895, -0.01143], [2.41708, 2.99982, 0.46488], [1.21690, 0.00202, 0.22949], [2.09258, 0.01323, -0.78399], [0.74082, 2.33890, 0.38531], [-3.46591, -2.32738, -0.62025], [-2.34525, -2.56289, 1.55733], [-2.40964, -1.00507, -2.41813], [-0.18140, -1.44250, 1.96380], [-0.22744, 0.08185, -2.02717], [2.31011, 4.04203, 0.75625], [2.89125, 2.93129, -0.51069], [2.99209, 2.46930, 1.21764], [1.71992, -0.13483, 1.17937]], "atomic_forces_ev_per_a": [[-0.034, -0.054, 0.130], [-0.225, -0.040, -0.011], [-0.022, -0.032, -0.022], [0.296, 0.148, -0.203], [0.229, 0.077, 0.107], [-0.554, -0.415, -0.134], [-0.238, -0.313, -0.174], [0.078, 3.565, 0.340], [0.061, -0.362, -0.217], [0.115, -2.624, 0.030], [-0.041, -0.037, -0.028], [-0.042, -0.021, 0.082], [-0.047, 0.009, -0.111], [0.027, -0.023, 0.119], [0.036, 0.049, -0.063], [0.119, 0.074, 0.017], [0.163, 0.055, 0.065], [0.163, 0.079, 0.052], [-0.083, -0.135, 0.022]], "fmax_ev_per_a": 3.58, "e_lumo_ev": -0.2, "homo_lumo_gap_ev": 8.119, "de_lowest_kcal_mol": 0.0, "e_tot_ev": -21993.31099, "homo_ev": -8.3}



[5]
{"formula": "C5H6FO4", "method": "ωB97M-V/def2-TZVPD", "elements": ["C", "O", "C", "C", "O", "O", "O", "C", "C", "F", "H", "H", "H", "H", "H", "H"], "positions_angstrom": [[-0.81929, 0.12160, -0.73462], [0.19568, 0.92889, -1.86911], [1.05757, 1.67593, -1.17799], [0.55383, 1.72160, 0.27618], [-0.71667, 1.10040, 0.25032], [-1.94593, -0.11976, -1.18714], [-0.05713, -0.98923, -0.22437], [-0.73652, -2.00799, 0.34417], [-0.49568, -2.41494, 1.59378], [2.36446, 1.04985, -1.12667], [1.25330, 2.65996, -1.63324], [0.42581, 2.75044, 0.63368], [1.24501, 1.15743, 0.91786], [-1.54000, -2.42687, -0.26814], [0.28058, -1.95557, 2.20812], [-1.06500, -3.25176, 1.99718]], "atomic_forces_ev_per_a": [[-1.695, 0.238, -0.652], [-0.016, -0.599, 0.700], [-0.246, -0.831, -0.086], [-0.378, -0.276, 0.010], [0.181, 1.106, 0.603], [1.105, 0.095, 0.065], [1.356, -0.283, -0.279], [-0.577, 0.494, 0.130], [0.131, -0.234, -0.244], [0.011, 0.340, -0.073], [0.013, -0.227, 0.028], [0.026, -0.229, 0.052], [-0.027, 0.222, -0.106], [0.179, 0.088, 0.154], [-0.262, -0.082, -0.207], [0.199, 0.177, -0.096]], "fmax_ev_per_a": 1.83, "e_lumo_ev": 4.0, "smiles": "C=CO[C@@]1([O-])OC[C@@H](F)O1", "homo_lumo_gap_ev": 9.198, "de_lowest_kcal_mol": 9.3, "e_tot_ev": -16189.94098, "homo_ev": -5.2, "total_charge": -1}



[6]
{"formula": "C6H3NO", "method": "ωB97M-V/def2-TZVPD", "elements": ["C", "C", "C", "C", "C", "C", "H", "H", "H", "N", "O"], "positions_angstrom": [[1.00491, -1.18756, -1.26874], [0.99259, -0.62864, 0.36413], [0.03889, 0.18137, 0.86248], [-1.12301, 0.32437, 0.14609], [-2.22989, 0.46574, -0.32712], [0.24891, 1.44228, 1.65725], [1.93489, -1.51103, -1.70250], [2.01405, -0.74133, 0.69726], [-3.31383, 0.47639, -0.66341], [0.31721, 2.45345, 2.26979], [0.11528, -1.27506, -2.03522]], "atomic_forces_ev_per_a": [[-0.487, 0.159, 2.578], [0.879, -0.723, -2.882], [2.521, 1.897, -0.420], [-4.079, 0.137, -1.352], [-1.106, -0.353, -0.005], [0.383, 1.322, 2.374], [1.599, 0.108, 0.865], [-0.088, 0.319, 0.637], [2.302, 0.121, 0.468], [-0.136, -3.427, -2.200], [-1.788, 0.439, -0.063]], "fmax_ev_per_a": 4.30, "e_lumo_ev": -1.3, "smiles": "C#C/C(C#N)=C\\C=O", "homo_lumo_gap_ev": 8.715, "de_lowest_kcal_mol": 76.1, "e_tot_ev": -9802.90702, "homo_ev": -10.0}